Version w
# C3H4FNO

2 unconnected molecules or ions with the total composition C3H4FNO (ωB97M-V with the def2-TZVPD basis set, OMol25).

E_LUMO (spin up / spin down) (eV): -0.1 / -0.1
HOMO level (spin up / spin down) (Eh): -0.3278 / -0.3277
Orbital gap (spin up / spin down) (eV): 8.83 / 8.83

Structure (ORCA input):
```
! RIJCOSX wB97M-V def2-TZVPD def2/J DEFGRID3
* xyz 0 1
C -0.67 1.37 -1.32
C -2.43 -0.34 0.11
C 0.86 0.91 0.50
N 0.21 1.27 -0.52
O -1.72 -0.59 1.00
F -0.51 1.96 -2.50
H -3.25 0.36 0.30
H -2.66 -0.98 -0.85
H 1.02 -0.18 0.80
H 0.95 1.58 1.32
*
```

***

Version x
# C3H4FNO

A single C3H4FNO molecule (ωB97M-V with the def2-TZVPD basis set, OMol25).

E_LUMO (eV): 1.0
HOMO level (Eh): -0.3268
Orbital gap (eV): 9.85
SMILES: O=CN/C=C/F

Structure (ORCA input):
```
! RIJCOSX wB97M-V def2-TZVPD def2/J DEFGRID3
* xyz 0 1
O -2.89 0.01 -0.12
C -1.78 -0.41 0.07
N -0.67 0.45 -0.03
C 0.55 -0.22 -0.05
C 1.74 0.38 0.03
F 2.87 -0.31 -0.09
H -1.45 -1.41 0.25
H -0.83 1.43 -0.08
H 0.52 -1.32 -0.14
H 1.94 1.41 0.15
*
```

***

It comes down to version x, which is 3.436 eV more stable than the next structure.

***

Version w
# C5H15N2O2

2 unconnected molecules or ions with the total composition C5H15N2O2 (ωB97M-V with the def2-TZVPD basis set, OMol25).

E_LUMO (eV): -2.8
HOMO level (Eh): -0.4415
Orbital gap (eV): 9.26

Structure (ORCA input):
```
! RIJCOSX wB97M-V def2-TZVPD def2/J DEFGRID3
* xyz 1 1
C -0.68 1.77 0.62
C 1.06 2.72 2.23
C -2.10 -1.72 -1.28
C 0.21 -1.96 -2.20
C 1.40 0.34 1.15
N 0.61 1.72 1.25
N -0.66 -1.94 -1.03
O 0.87 -0.53 0.49
O 2.60 0.43 1.50
H -1.55 1.28 1.18
H -0.92 2.84 0.59
H -0.67 1.47 -0.47
H 2.08 3.04 1.98
H 0.38 3.63 2.13
H 0.99 2.17 3.16
H -2.26 -0.74 -1.69
H -2.34 -2.45 -2.07
H -2.61 -1.91 -0.41
H 0.31 -2.93 -2.78
H -0.29 -1.22 -2.94
H 1.22 -1.59 -2.11
H -0.53 -2.76 -0.56
H -0.31 -1.26 -0.34
H 3.19 -0.38 1.59
*
```

***

Version x
# C5H15N2O2

2 unconnected molecules or ions with the total composition C5H15N2O2 (ωB97M-V with the def2-TZVPD basis set, OMol25).

E_LUMO (eV): -3.2
HOMO level (Eh): -0.4997
Orbital gap (eV): 10.37

Structure (ORCA input):
```
! RIJCOSX wB97M-V def2-TZVPD def2/J DEFGRID3
* xyz 1 1
N -2.12 1.72 0.63
C -0.71 1.33 1.14
C 0.16 1.24 -0.13
N 1.35 0.51 -0.22
C 1.82 -0.58 0.78
C 1.10 -1.90 0.64
C 1.39 -2.77 -0.64
O -0.15 1.84 -1.19
H -2.26 2.73 0.71
H -2.04 1.58 -0.52
H -2.84 1.19 1.21
H -0.32 2.15 1.74
H -0.74 0.45 1.71
H 1.78 0.41 -1.08
H 1.65 -0.08 1.68
H 3.02 -0.72 0.47
H 0.02 -1.65 0.83
H 1.44 -2.62 1.55
H 0.67 -3.59 -0.78
H 2.39 -3.30 -0.39
H 1.42 -2.28 -1.53
H -1.53 1.53 -2.32
H -3.12 1.46 -2.38
O -2.36 1.35 -1.91
*
```

***

It comes down to version w, which is 0.102 eV more stable than the next structure.

***

Version w
# C5H15N2O2

A gas-phase ion, C5H15N2O2 (charge +1) (ωB97M-V with the def2-TZVPD basis set, OMol25).

E_LUMO (eV): -3.1
HOMO level (Eh): -0.5525
Orbital gap (eV): 11.92
SMILES: CCCC[NH2+]C(N)(O)O

Structure (ORCA input):
```
! RIJCOSX wB97M-V def2-TZVPD def2/J DEFGRID3
* xyz 1 1
C -1.99 -1.90 -1.96
C -1.09 -0.67 -1.85
C -0.43 -0.60 -0.47
C 0.46 0.63 -0.32
N 0.95 0.71 1.08
C 1.80 1.99 1.48
N 1.70 1.89 3.01
O 3.04 1.79 1.00
O 1.21 3.09 0.99
H -2.51 -1.90 -2.92
H -2.74 -1.90 -1.17
H -1.41 -2.82 -1.88
H -0.32 -0.72 -2.63
H -1.68 0.23 -2.02
H -1.22 -0.58 0.28
H 0.16 -1.51 -0.32
H 1.32 0.57 -0.98
H -0.10 1.54 -0.54
H 1.55 -0.10 1.28
H 0.16 0.67 1.73
H 2.40 1.25 3.35
H 1.88 2.80 3.42
H 3.27 2.45 0.32
H 0.54 3.46 1.57
*
```

***

Version x
# C5H15N2O2

A gas-phase ion, C5H15N2O2 (charge +1) (ωB97M-V with the def2-TZVPD basis set, OMol25).

E_LUMO (eV): -3.1
HOMO level (Eh): -0.5266
Orbital gap (eV): 11.18
SMILES: CCCC[NH2+]C(N)(O)O

Structure (ORCA input):
```
! RIJCOSX wB97M-V def2-TZVPD def2/J DEFGRID3
* xyz 1 1
C -2.93 0.94 -0.28
C -2.34 -0.31 0.38
C -1.17 -0.78 -0.48
C 0.13 -0.05 -0.08
N 1.38 -0.59 -0.62
C 2.91 0.19 0.02
N 3.10 -0.30 1.24
O 3.70 -0.33 -0.98
O 2.76 1.50 0.02
H -3.65 0.66 -0.96
H -2.26 1.74 -0.58
H -3.39 1.42 0.64
H -2.01 -0.08 1.38
H -3.22 -1.09 0.46
H -0.96 -1.87 -0.49
H -1.51 -0.65 -1.52
H 0.16 0.99 -0.22
H 0.20 -0.17 1.01
H 1.71 -0.50 -1.58
H 1.56 -1.42 -0.15
H 3.43 -1.18 1.32
H 3.08 0.15 2.14
H 4.68 -0.08 -0.71
H 2.24 1.93 -0.71
*
```

***

It comes down to version w, which is 1.722 eV more stable than the next structure.

***

Version w
# C2H6O2

A single C2H6O2 molecule (ωB97M-V with the def2-TZVPD basis set, OMol25).

E_LUMO (eV): 0.8
HOMO level (Eh): -0.3750
Orbital gap (eV): 11.03
SMILES: OCCO

Structure (ORCA input):
```
! RIJCOSX wB97M-V def2-TZVPD def2/J DEFGRID3
* xyz 0 1
O -1.28 -0.85 -0.05
C -0.62 0.41 -0.38
C 0.82 0.36 0.20
O 1.39 -0.83 -0.33
H -1.45 -0.77 0.92
H -0.72 0.40 -1.45
H -1.23 1.33 -0.06
H 0.81 0.41 1.33
H 1.48 1.08 -0.23
H 0.81 -1.55 0.05
*
```

***

Version x
# C2H6O2

A single C2H6O2 molecule (ωB97M-V with the def2-TZVPD basis set, OMol25).

E_LUMO (eV): 0.8
HOMO level (Eh): -0.3697
Orbital gap (eV): 10.85
SMILES: OCCO

Structure (ORCA input):
```
! RIJCOSX wB97M-V def2-TZVPD def2/J DEFGRID3
* xyz 0 1
O 1.18 -1.04 -0.03
C -0.15 -0.75 -0.33
C -0.31 0.73 -0.12
O -0.07 1.05 1.27
H 1.46 -1.98 -0.13
H -1.06 -1.46 0.30
H -0.25 -1.02 -1.37
H -1.43 0.92 -0.37
H 0.43 1.40 -0.70
H 0.19 2.15 1.49
*
```

***

Version y
# C2H6O2

2 unconnected molecules or ions with the total composition C2H6O2 (ωB97M-V with the def2-TZVPD basis set, OMol25).

E_LUMO (eV): 0.6
HOMO level (Eh): -0.3061
Orbital gap (eV): 8.92

Structure (ORCA input):
```
! RIJCOSX wB97M-V def2-TZVPD def2/J DEFGRID3
* xyz 0 1
C 0.93 0.52 0.09
C -0.12 -0.46 0.62
O -1.44 0.37 -1.06
O -1.37 -0.25 0.24
H 1.92 0.20 0.24
H 0.81 0.58 -0.99
H 0.70 1.45 0.59
H 0.03 -0.76 1.59
H 0.93 -1.94 0.02
H -2.40 0.29 -1.34
*
```

***

Version z
# C2H6O2

2 unconnected molecules or ions with the total composition C2H6O2 (ωB97M-V with the def2-TZVPD basis set, OMol25).

E_LUMO (eV): 0.7
HOMO level (Eh): -0.4113
Orbital gap (eV): 11.91
SMILES: O=CO.C

Structure (ORCA input):
```
! RIJCOSX wB97M-V def2-TZVPD def2/J DEFGRID3
* xyz 0 1
O -0.66 -1.81 -0.07
C 0.22 -1.05 -0.29
O 0.95 -0.75 0.94
H 0.60 -0.43 -1.14
H 1.68 -0.18 0.89
C -0.57 2.67 -0.49
H -1.16 2.13 0.14
H 0.10 3.39 -0.06
H -1.33 3.43 -0.70
H -0.15 2.34 -1.35
*
```

***

It comes down to version w, which is 0.333 eV more stable than the next structure.

***

Version w
# C2H6O2

2 unconnected molecules or ions with the total composition C2H6O2 (ωB97M-V with the def2-TZVPD basis set, OMol25).

E_LUMO (eV): 0.6
HOMO level (Eh): -0.3733
Orbital gap (eV): 10.77
SMILES: CC=O.O

Structure (ORCA input):
```
! RIJCOSX wB97M-V def2-TZVPD def2/J DEFGRID3
* xyz 0 1
C 1.11 -0.52 -1.11
C 0.15 -0.96 0.03
O 0.04 -2.17 0.38
H 1.11 0.58 -1.13
H 0.75 -0.90 -2.09
H 2.14 -0.88 -0.95
H -0.27 -0.08 0.56
O -1.83 1.64 1.07
H -2.05 2.26 1.80
H -1.15 1.04 1.44
*
```

***

Version x
# C2H6O2

2 unconnected molecules or ions with the total composition C2H6O2 (ωB97M-V with the def2-TZVPD basis set, OMol25).

E_LUMO (eV): 0.9
HOMO level (Eh): -0.3373
Orbital gap (eV): 10.06
SMILES: C=CO.O

Structure (ORCA input):
```
! RIJCOSX wB97M-V def2-TZVPD def2/J DEFGRID3
* xyz 0 1
C -0.71 1.42 0.87
C -0.21 0.96 -0.27
O -0.91 0.02 -1.00
H -0.45 2.38 1.27
H -1.37 0.74 1.40
H 0.61 1.37 -0.83
H -1.65 -0.34 -0.49
O 1.43 -2.41 -0.05
H 1.83 -2.67 -0.87
H 1.43 -1.47 -0.03
*
```

***

It comes down to version w, which is 0.331 eV more stable than the next structure.

***

Version w
# C9H12O3S

A single C9H12O3S molecule (ωB97M-V with the def2-TZVPD basis set, OMol25).

E_LUMO (eV): -0.6
HOMO level (Eh): -0.3620
Orbital gap (eV): 9.24

Structure (ORCA input):
```
! RIJCOSX wB97M-V def2-TZVPD def2/J DEFGRID3
* xyz 0 1
C -0.43 0.00 1.91
C 1.01 0.04 1.65
C -0.77 0.69 3.17
C -0.86 -0.96 -0.37
C 0.46 -0.15 -0.77
C -1.41 -0.54 0.94
C 1.59 -0.26 0.33
C -2.49 0.55 0.74
C 2.83 0.54 -0.27
O -1.81 0.76 3.73
O 2.84 0.45 3.55
O 0.35 1.16 3.83
S 1.76 1.19 2.86
H -1.69 -0.77 -1.08
H -0.53 -2.02 -0.45
H 1.01 -0.51 -1.60
H 0.15 0.84 -0.80
H -1.76 -1.47 1.40
H 1.83 -1.27 0.28
H -1.93 1.44 0.61
H -2.94 0.63 1.65
H -3.16 0.30 0.00
H 2.46 1.50 -0.47
H 3.19 -0.03 -1.09
H 3.75 0.53 0.39
*
```

***

Version x
# C9H12O3S

A single C9H12O3S molecule (ωB97M-V with the def2-TZVPD basis set, OMol25).

E_LUMO (eV): -0.6
HOMO level (Eh): -0.3083
Orbital gap (eV): 7.82

Structure (ORCA input):
```
! RIJCOSX wB97M-V def2-TZVPD def2/J DEFGRID3
* xyz 0 1
C 1.01 -0.58 -0.27
C 0.12 -0.92 -1.21
C 0.77 0.69 0.35
C -1.25 1.22 -0.97
C -1.19 -0.19 -1.49
C -0.73 1.32 0.43
C 2.29 -1.38 0.16
C 0.32 -2.14 -1.99
C -1.67 1.21 2.60
O -1.37 2.18 -1.68
O 1.50 2.99 1.37
O -1.54 0.58 1.31
S 2.00 1.66 0.93
H -1.48 -0.24 -2.51
H -1.97 -0.77 -0.86
H -0.47 2.41 0.74
H 3.21 -1.18 -0.23
H 1.93 -2.42 -0.15
H 2.44 -1.37 1.19
H 1.46 -2.34 -2.11
H -0.09 -2.03 -3.03
H -0.11 -2.87 -1.43
H -2.24 0.52 3.28
H -2.29 2.16 2.69
H -0.63 1.49 2.87
*
```

***

It comes down to version w, which is 1.353 eV more stable than the next structure.